{"formula": "C24H81ClF4O31", "method": "the ωB97M-V functional and the def2-TZVPD basis", "energy_ev": -113068.8844, "gap_ev": 8.28, "symbols": ["C", "C", "C", "C", "C", "C", "C", "Cl", "C", "C", "C", "C", "F", "F", "F", "C", "C", "C", "O", "C", "C", "C", "C", "C", "C", "C", "F", "C", "C", "C", "O", "H", "H", "H", "H", "H", "H", "H", "H", "H", "H", "H", "H", "H", "H", "H", "H", "H", "H", "H", "H", "H", "H", "H", "O", "H", "H", "O", "H", "H", "O", "H", "H", "O", "H", "H", "O", "H", "H", "O", "H", "H", "O", "H", "H", "O", "H", "H", "O", "H", "H", "O", "H", "H", "O", "H", "H", "O", "H", "H", "O", "H", "H", "O", "H", "H", "O", "H", "H", "O", "H", "H", "O", "H", "H", "O", "H", "H", "O", "H", "H", "O", "H", "H", "O", "H", "H", "O", "H", "H", "O", "H", "H", "O", "H", "H", "O", "H", "H", "O", "H", "H", "O", "H", "H", "O", "H", "H", "O", "H", "H"], "xyz": [[-6.9323, 2.0352, -0.4774], [-6.0633, 1.6334, -1.7085], [-7.0538, 1.1806, -2.8179], [-5.1112, 0.4383, -1.4761], [-4.2341, 0.5324, -0.2367], [-4.7547, 0.2063, 1.0156], [-4.0013, 0.2664, 2.1523], [-4.8939, -0.1564, 3.6271], [-2.6216, 0.6286, 2.1100], [-1.7745, 0.6488, 3.3912], [-1.7682, -0.7954, 4.0344], [-0.3830, -1.3158, 4.3031], [0.2222, -1.7808, 3.1844], [-0.4858, -2.3849, 5.1454], [0.4031, -0.4397, 4.9477], [-2.0842, 0.9562, 0.8721], [-2.9125, 0.9088, -0.2648], [-2.2630, 1.2795, -1.5767], [-2.8025, 1.9284, -2.4543], [-0.8336, 0.8320, -1.7459], [-0.4314, 0.3946, -2.9875], [0.8875, 0.0132, -3.1504], [1.7734, 0.0892, -2.0286], [3.2642, -0.2972, -2.2164], [4.0372, 0.7667, -3.0196], [5.5352, 0.4978, -2.7713], [3.6835, 2.0591, -2.5956], [1.3239, 0.5046, -0.7964], [-0.0109, 0.8827, -0.6367], [-0.6235, 1.3452, 0.6640], [0.0217, 2.0127, 1.4595], [-7.9483, 2.2494, -0.8328], [-7.0360, 1.2559, 0.2804], [-6.5517, 2.9861, -0.0868], [-5.5081, 2.5206, -2.0344], [-7.7335, 0.4290, -2.3888], [-6.4951, 0.6470, -3.6033], [-7.6355, 2.0112, -3.2266], [-5.6485, -0.5215, -1.4140], [-4.4734, 0.3648, -2.3639], [-5.7955, -0.0894, 1.1085], [-0.7633, 1.0323, 3.2660], [-2.2822, 1.2875, 4.1362], [-2.3366, -0.7646, 4.9691], [-2.3094, -1.4596, 3.3511], [-1.1307, 0.3470, -3.8177], [1.2064, -0.3376, -4.1223], [3.2623, -1.2056, -2.8546], [3.7691, -0.5781, -1.2867], [3.8594, 0.6749, -4.0909], [5.6906, 0.5914, -1.6866], [5.7487, -0.5395, -3.0625], [6.1479, 1.1956, -3.3351], [2.0056, 0.5547, 0.0508], [2.8868, -1.3988, -4.8497], [2.9970, -1.0234, -5.7297], [3.5630, -2.0791, -4.8205], [2.0152, -2.1131, -0.1994], [1.6150, -2.3889, 0.6317], [2.0393, -2.9135, -0.7385], [5.0762, 1.7934, -5.7003], [5.5872, 2.1664, -6.4258], [4.6819, 2.5594, -5.2679], [-2.9953, 2.6435, 6.0659], [-2.1139, 2.2937, 6.2239], [-3.0391, 3.4101, 6.6449], [-1.9641, -3.6902, 1.3920], [-1.9287, -4.5110, 1.9007], [-1.1676, -3.2194, 1.6561], [3.0336, -2.1156, 2.7602], [3.5136, -1.2763, 2.7533], [2.1288, -1.8693, 2.9734], [-0.4182, -3.3464, -1.3043], [0.1165, -2.5391, -1.2456], [-1.3127, -3.0519, -1.0860], [-1.1288, -0.3765, -6.2260], [-1.1734, -1.0763, -6.8857], [-1.6096, 0.3563, -6.6255], [5.5778, -0.7972, 2.0030], [5.6230, -1.7654, 2.0370], [6.4074, -0.5099, 2.3974], [8.2623, 0.7984, -3.7696], [8.3411, 0.0188, -3.2104], [9.0000, 1.3562, -3.5010], [-2.0967, -6.2471, -1.7429], [-1.5635, -5.4472, -1.6878], [-2.9865, -5.9451, -1.5256], [0.8835, -2.7029, 7.6970], [0.6883, -2.1319, 6.9496], [1.1304, -3.5402, 7.2933], [-0.9442, 4.8432, 5.3523], [-1.1020, 5.4215, 4.5949], [-0.6887, 4.0047, 4.9564], [-0.9525, 7.6544, 4.4790], [-0.0648, 7.3111, 4.6322], [-1.0086, 8.4200, 5.0587], [-2.2149, -2.9400, -3.6463], [-1.4322, -3.2901, -3.2007], [-1.8779, -2.2082, -4.1760], [3.9817, -2.7597, -6.9131], [3.3758, -2.8412, -7.6519], [3.8241, -3.5591, -6.4037], [0.6065, 4.2336, -1.2379], [0.2114, 3.9726, -0.4006], [0.6171, 3.4197, -1.7561], [-1.1125, -6.7454, 2.1756], [-0.3825, -7.3074, 2.4526], [-1.7698, -7.3628, 1.8384], [3.5792, 5.3332, -2.4495], [3.1699, 5.0721, -1.6170], [3.5867, 4.5203, -2.9651], [3.6557, -5.1233, -8.0394], [4.5661, -5.3601, -7.8325], [3.7102, -4.7438, -8.9224], [-9.1249, 4.2082, -1.8621], [-9.6762, 4.6784, -1.2284], [-9.1608, 4.7524, -2.6553], [1.3961, -5.4737, -2.7594], [0.6588, -5.1619, -2.2206], [0.9754, -5.8326, -3.5472], [-1.9106, 3.7091, 8.7055], [-1.1069, 3.4401, 9.1616], [-1.6181, 4.4189, 8.1187], [1.6082, 3.0924, 3.6745], [0.9566, 3.0488, 2.9619], [1.4501, 2.2833, 4.1753], [-1.6084, 4.9862, 1.6517], [-1.5408, 5.4038, 0.7855], [-0.9416, 4.2914, 1.6335], [5.8339, -3.7106, 2.2815], [5.4394, -3.9642, 3.1229], [5.8783, -4.5306, 1.7806], [-5.1526, -5.3655, 0.0526], [-5.1268, -6.1767, 0.5700], [-4.3522, -4.8935, 0.3137], [3.7191, 1.1663, 4.8264], [3.6537, 0.4926, 4.1419], [3.2336, 1.9185, 4.4645], [6.4918, 2.2385, 4.6860], [6.0874, 2.1917, 3.8152], [5.7792, 1.9810, 5.2831]]}